A molecular structure, C23H33N3PS3W, computed with the ωB97M-V functional and the def2-TZVPD basis.

Last column: natural (NBO) charge in e.
CARTESIAN COORDINATES (ANGSTROEM)
W  0.126  0.965  -0.162  0.70
C  -0.242  -2.101  -1.006  -0.41
N  -1.076  -1.016  -0.417  -0.49
C  -2.197  -0.743  -1.395  -0.24
C  -2.598  0.707  -1.394  -0.23
N  -1.417  1.550  -1.759  -0.51
C  -1.819  2.987  -1.654  -0.41
C  -0.994  1.244  -3.137  0.18
C  -1.903  1.376  -4.180  -0.25
C  -1.523  1.065  -5.474  -0.20
C  -0.229  0.625  -5.725  -0.18
C  0.678  0.510  -4.690  -0.19
C  0.307  0.825  -3.382  -0.21
S  1.533  0.780  -2.106  -0.09
C  -1.698  -1.428  0.855  0.09
C  -2.144  -2.728  1.046  -0.19
C  -2.823  -3.065  2.209  -0.20
C  -3.079  -2.102  3.173  -0.19
C  -2.620  -0.808  2.989  -0.18
C  -1.915  -0.467  1.838  -0.21
S  -1.173  1.147  1.769  0.09
H  -0.862  -2.939  -1.327  0.21
H  0.477  -2.449  -0.268  0.21
H  0.284  -1.697  -1.868  0.24
H  -3.050  -1.373  -1.138  0.23
H  -1.844  -1.035  -2.384  0.23
H  -2.950  1.036  -0.415  0.23
H  -3.407  0.862  -2.110  0.22
H  -0.983  3.610  -1.960  0.24
H  -2.072  3.203  -0.617  0.23
H  -2.684  3.168  -2.293  0.21
H  -2.909  1.727  -3.996  0.22
H  -2.231  1.169  -6.284  0.23
H  0.073  0.381  -6.735  0.23
H  1.692  0.186  -4.885  0.23
H  -1.980  -3.488  0.297  0.22
H  -3.161  -4.082  2.351  0.23
H  -3.621  -2.360  4.071  0.24
H  -2.782  -0.055  3.749  0.24
C  4.472  -1.555  0.713  -0.61
C  3.336  -0.786  0.041  -0.71
P  2.064  -0.055  1.141  1.08
C  1.629  -1.427  2.276  -0.73
C  0.903  -1.087  3.580  -0.62
C  3.020  1.158  2.116  -0.72
C  2.294  1.925  3.216  -0.61
H  5.253  -1.758  -0.019  0.24
H  4.142  -2.516  1.103  0.21
H  4.934  -0.998  1.527  0.21
H  2.820  -1.414  -0.688  0.24
H  3.734  0.056  -0.532  0.25
H  2.583  -1.907  2.503  0.25
H  1.058  -2.153  1.693  0.23
H  1.617  -0.936  4.388  0.22
H  0.249  -1.910  3.866  0.23
H  0.295  -0.188  3.511  0.22
H  3.422  1.851  1.371  0.25
H  3.869  0.609  2.533  0.24
H  1.360  2.364  2.871  0.22
H  2.929  2.740  3.562  0.24
H  2.075  1.294  4.075  0.21
S  1.037  3.226  0.040  -0.04
C  0.164  3.915  1.328  0.03
N  -0.444  4.367  2.198  -0.33

The value obtained for the HOMO energy (alpha / beta) is -10.62 / -11.37 eV. The HOMO-LUMO gap (alpha / beta) is 5.93 / 7.38 eV. Its net charge is +1. Its LUMO energy (alpha / beta) is -4.692 / -3.982 eV. Its relative energy (zero: lowest compared OMol25 entry of this formula, charge and spin) is 0.212 eV. The multiplicity is 3.

=====

A molecular structure, C23H33N4PPtS, computed with the ωB97M-V functional and the def2-TZVPD basis.

Last column: natural (NBO) charge in e.
CARTESIAN COORDINATES (ANGSTROEM)
Pt  0.258  -0.575  -0.076  0.62
C  -1.471  -0.756  2.342  -0.25
C  -2.162  -1.522  1.237  -0.24
N  -1.870  -0.891  -0.073  -0.63
C  -2.747  0.238  -0.472  -0.24
C  -2.524  1.557  0.261  -0.55
S  -0.795  2.117  0.307  0.20
C  -0.402  2.061  2.078  -0.56
C  0.392  0.845  2.562  -0.24
N  -0.049  -0.460  1.981  -0.59
H  -1.971  0.189  2.525  0.21
H  -1.514  -1.322  3.274  0.24
H  -1.775  -2.540  1.192  0.23
H  -3.236  -1.578  1.428  0.23
H  -1.998  -1.605  -0.784  0.41
H  -2.577  0.392  -1.538  0.22
H  -3.791  -0.061  -0.341  0.22
H  -3.085  2.326  -0.268  0.27
H  -2.915  1.534  1.277  0.23
H  0.207  2.944  2.275  0.27
H  -1.326  2.202  2.635  0.24
H  1.446  0.958  2.320  0.23
H  0.310  0.795  3.652  0.22
H  0.525  -1.166  2.415  0.42
C  0.346  -2.145  -5.385  -0.41
N  0.311  -1.264  -4.216  -0.30
C  0.276  0.106  -4.232  -0.05
C  0.273  0.514  -2.937  -0.08
N  0.312  -0.602  -2.133  -0.50
C  0.325  -1.658  -2.938  0.19
H  0.196  -1.541  -6.275  0.24
H  -0.450  -2.882  -5.318  0.23
H  1.309  -2.646  -5.450  0.23
H  0.253  0.668  -5.149  0.25
H  0.254  1.508  -2.532  0.25
H  0.346  -2.689  -2.626  0.23
C  3.079  -2.349  -0.770  -0.95
P  2.547  -0.733  -0.137  1.14
C  3.208  0.498  -1.277  -0.43
C  3.076  1.845  -0.932  -0.15
C  3.543  2.832  -1.782  -0.20
C  4.141  2.480  -2.988  -0.18
C  4.280  1.145  -3.332  -0.20
C  3.820  0.151  -2.476  -0.19
C  3.546  -0.571  1.360  -0.43
C  3.255  -1.389  2.457  -0.22
C  4.065  -1.382  3.580  -0.19
C  5.183  -0.557  3.614  -0.17
C  5.495  0.232  2.520  -0.19
C  4.689  0.221  1.389  -0.13
H  4.165  -2.351  -0.873  0.26
H  2.614  -2.577  -1.727  0.24
H  2.796  -3.117  -0.050  0.26
H  2.607  2.120  0.008  0.20
H  3.449  3.874  -1.507  0.23
H  4.513  3.250  -3.650  0.24
H  4.761  0.871  -4.261  0.24
H  3.954  -0.887  -2.751  0.22
H  2.439  -2.097  2.410  0.20
H  3.836  -2.028  4.417  0.24
H  5.820  -0.550  4.488  0.24
H  6.377  0.859  2.537  0.24
H  4.945  0.845  0.543  0.23

The value obtained for the HOMO energy is -13.94 eV. The HOMO-LUMO gap is 8.95 eV. Its net charge is +2. Its LUMO energy is -4.991 eV. Its relative energy (zero: lowest compared OMol25 entry of this formula, charge and spin) is 0.000 eV.

=====

A molecular structure, C23H33N8O4PSn, computed with the ωB97M-V functional and the def2-TZVPD basis.

Last column: natural (NBO) charge in e.
CARTESIAN COORDINATES (ANGSTROEM)
Sn  1.061  -1.137  -1.725  1.49
O  3.473  -1.324  5.065  -0.36
N  4.385  -1.655  4.335  0.53
O  5.502  -1.948  4.676  -0.31
C  4.117  -1.596  2.880  0.07
C  5.148  -1.253  2.089  -0.13
C  4.943  -1.074  0.684  -0.10
C  5.983  -0.750  -0.209  -0.07
C  5.705  -0.603  -1.542  -0.23
C  4.383  -0.751  -1.976  0.10
N  3.391  -1.040  -1.153  -0.56
C  3.658  -1.224  0.158  0.23
C  2.575  -1.652  1.010  0.24
N  1.365  -1.874  0.429  -0.59
C  0.370  -2.343  1.167  0.10
C  0.518  -2.623  2.524  -0.24
C  1.719  -2.377  3.137  -0.07
C  2.791  -1.863  2.379  -0.11
H  6.128  -1.100  2.521  0.27
H  6.992  -0.631  0.165  0.25
H  6.480  -0.373  -2.258  0.26
H  4.126  -0.624  -3.022  0.22
H  -0.568  -2.508  0.657  0.24
H  -0.314  -3.031  3.079  0.26
H  1.847  -2.579  4.189  0.27
C  1.793  3.367  -1.861  -0.40
N  0.426  3.221  -1.361  -0.81
C  -0.374  4.438  -1.510  -0.41
P  0.015  1.973  -0.400  2.50
O  0.843  0.750  -0.822  -1.24
N  0.320  2.258  1.182  -0.82
C  0.675  1.225  2.147  -0.40
C  -0.204  3.503  1.762  -0.42
N  -1.608  1.812  -0.599  -0.80
C  -2.351  1.040  0.395  -0.41
C  -2.130  1.634  -1.957  -0.42
H  2.297  4.194  -1.358  0.21
H  1.767  3.573  -2.932  0.21
H  2.363  2.457  -1.692  0.21
H  0.084  5.271  -0.973  0.21
H  -1.381  4.284  -1.132  0.23
H  -0.431  4.703  -2.567  0.21
H  1.029  0.340  1.622  0.20
H  -0.174  0.948  2.779  0.19
H  1.476  1.587  2.793  0.22
H  0.172  4.370  1.222  0.22
H  0.148  3.575  2.788  0.23
H  -1.297  3.532  1.767  0.20
H  -2.058  1.325  1.403  0.22
H  -2.208  -0.040  0.267  0.18
H  -3.413  1.262  0.283  0.22
H  -1.652  2.327  -2.644  0.23
H  -3.199  1.842  -1.948  0.22
H  -1.975  0.608  -2.318  0.18
N  -1.343  -2.131  -1.379  -0.61
C  -2.484  -2.340  -1.489  0.59
N  -3.748  -2.564  -1.650  -0.45
C  -4.595  -3.107  -0.571  -0.23
C  -5.636  -2.059  -0.207  -0.08
O  -6.364  -1.668  -1.350  -0.50
C  -5.540  -1.069  -2.325  -0.08
C  -4.487  -2.049  -2.818  -0.23
H  -3.968  -3.380  0.276  0.22
H  -5.080  -4.006  -0.955  0.23
H  -5.147  -1.185  0.247  0.16
H  -6.352  -2.466  0.505  0.23
H  -5.054  -0.173  -1.910  0.16
H  -6.187  -0.765  -3.146  0.23
H  -3.785  -1.585  -3.509  0.23
H  -4.959  -2.900  -3.312  0.23

The value obtained for the HOMO energy is -14.45 eV. The HOMO-LUMO gap is 8.00 eV. Its net charge is +2. Its LUMO energy is -6.448 eV.

=====

2 unconnected molecules or ions with the total composition C23H34BNO6S2, computed with the ωB97M-V functional and the def2-TZVPD basis.

Last column: natural (NBO) charge in e.
CARTESIAN COORDINATES (ANGSTROEM)
C  2.454  -2.799  0.944  -0.62
C  0.971  -2.130  0.848  -0.44
C  -0.017  -2.979  -0.087  -0.08
O  -0.974  -2.193  -0.842  -0.52
C  -0.456  -1.763  -2.092  0.31
C  0.095  -2.715  -3.211  -0.28
C  0.674  -2.127  -4.549  -0.20
C  0.700  -0.582  -4.854  -0.25
C  0.137  0.336  -3.738  -0.17
C  -0.437  -0.234  -2.383  0.11
N  -0.981  0.649  -1.326  -0.54
C  -2.321  1.208  -1.704  -0.21
C  -3.556  0.477  -0.969  -0.42
C  -3.286  0.466  0.612  -0.53
S  -4.799  0.162  1.648  -0.10
C  -0.018  1.744  -0.986  0.17
C  0.332  1.952  0.513  -0.31
C  1.334  3.080  0.874  0.38
O  1.725  3.291  2.236  -0.75
B  0.580  3.888  2.889  1.30
O  0.041  5.088  2.285  -0.90
O  0.090  3.292  4.096  -0.92
C  1.940  4.013  -0.239  -0.05
C  2.945  5.208  0.129  -0.45
C  4.461  4.695  -0.128  -0.39
C  4.796  3.306  0.631  -0.64
C  1.601  3.822  -1.765  -0.22
C  0.622  2.660  -2.099  -0.19
S  0.111  2.204  -3.842  0.26
H  2.339  -3.753  1.569  0.21
H  2.779  -3.092  -0.121  0.21
H  3.224  -2.080  1.413  0.22
H  1.033  -1.015  0.599  0.23
H  0.551  -2.186  1.926  0.21
H  0.629  -3.675  -0.740  0.17
H  -0.645  -3.694  0.587  0.22
H  0.115  -3.843  -3.054  0.23
H  1.089  -2.892  -5.298  0.23
H  1.133  -0.161  -5.818  0.24
H  -2.358  2.338  -1.510  0.22
H  -2.497  1.073  -2.834  0.21
H  -3.581  -0.620  -1.339  0.22
H  -4.568  0.975  -1.229  0.22
H  -2.521  -0.356  0.843  0.24
H  -2.831  1.489  0.893  0.21
H  -4.463  0.266  3.011  0.14
H  -0.174  1.257  1.269  0.25
H  -0.680  5.436  2.856  0.50
H  0.304  2.327  4.130  0.51
H  2.768  5.570  1.202  0.24
H  2.773  6.052  -0.644  0.22
H  4.600  4.468  -1.255  0.20
H  5.204  5.533  0.166  0.21
H  4.115  2.440  0.298  0.22
H  4.622  3.436  1.767  0.21
H  5.872  2.953  0.446  0.22
H  2.031  4.479  -2.591  0.25
C  -3.198  -4.962  2.523  -0.09
C  -3.334  -5.965  1.389  -0.10
O  -2.453  -7.067  1.625  -0.73
O  -1.846  -4.523  2.623  -0.73
H  -3.836  -4.090  2.357  0.19
H  -3.465  -5.423  3.480  0.15
H  -3.035  -5.513  0.440  0.19
H  -4.359  -6.336  1.303  0.17
H  -2.803  -7.560  2.380  0.47
H  -1.299  -5.306  2.447  0.48

The value obtained for the HOMO energy is -8.00 eV. The HOMO-LUMO gap is 8.26 eV. Its LUMO energy is 0.261 eV. Its relative energy (zero: lowest compared OMol25 entry of this formula, charge and spin) is 7.362 eV.

=====

A molecular structure, C23H34Br2NO5S3SiTa, computed with the ωB97M-V functional and the def2-TZVPD basis.

Last column: natural (NBO) charge in e.
CARTESIAN COORDINATES (ANGSTROEM)
Ta  1.673  0.354  -0.757  1.97
Br  6.690  0.991  -0.740  0.19
C  5.594  0.746  0.745  -0.10
C  6.149  0.693  2.047  -0.23
C  5.361  0.557  3.156  -0.07
Br  6.149  0.519  4.855  0.17
C  3.944  0.453  3.032  -0.05
C  3.010  0.394  4.080  -0.04
C  1.663  0.355  3.791  -0.27
C  1.232  0.332  2.469  0.12
N  2.087  0.362  1.443  -0.58
C  3.423  0.461  1.730  0.11
C  4.241  0.624  0.604  0.26
O  3.541  0.710  -0.557  -0.73
H  7.222  0.778  2.153  0.27
H  3.355  0.396  5.106  0.26
H  0.927  0.337  4.582  0.26
H  0.177  0.283  2.234  0.25
C  -1.031  -2.986  -0.635  -0.67
C  0.025  -2.399  0.269  0.37
C  -0.330  -2.471  1.734  -0.66
C  1.407  -2.954  0.010  -0.66
O  0.109  -0.862  -0.137  -1.02
Si  -1.240  0.226  -0.277  2.32
S  0.002  1.968  -0.674  -0.46
O  -2.294  -0.121  -1.397  -1.00
C  -2.639  0.089  -2.817  0.30
C  -3.612  -1.025  -3.155  -0.63
C  -1.382  0.000  -3.657  -0.63
C  -3.291  1.456  -2.915  -0.63
O  -1.831  0.252  1.205  -1.01
C  -3.124  0.766  1.727  0.30
C  -3.410  2.107  1.077  -0.65
C  -4.185  -0.268  1.402  -0.64
C  -2.905  0.904  3.220  -0.63
H  -1.052  -4.065  -0.476  0.26
H  -0.799  -2.802  -1.684  0.23
H  -2.022  -2.594  -0.407  0.24
H  -0.505  -3.523  1.967  0.26
H  -1.236  -1.918  1.965  0.25
H  0.489  -2.131  2.367  0.22
H  1.481  -3.928  0.495  0.27
H  2.187  -2.330  0.462  0.22
H  1.608  -3.113  -1.047  0.24
H  -3.134  -2.002  -3.062  0.22
H  -3.960  -0.911  -4.181  0.24
H  -4.477  -0.992  -2.493  0.23
H  -0.884  -0.960  -3.514  0.21
H  -0.686  0.811  -3.427  0.20
H  -1.652  0.084  -4.710  0.25
H  -4.182  1.503  -2.290  0.23
H  -3.590  1.651  -3.945  0.24
H  -2.599  2.244  -2.609  0.21
H  -3.544  2.001  -0.002  0.22
H  -2.603  2.815  1.275  0.22
H  -4.330  2.529  1.482  0.25
H  -4.288  -0.392  0.323  0.22
H  -5.147  0.052  1.801  0.24
H  -3.938  -1.231  1.852  0.22
H  -2.121  1.633  3.432  0.21
H  -2.634  -0.056  3.661  0.22
H  -3.823  1.247  3.698  0.24
C  2.661  2.668  -2.984  -0.25
O  2.218  1.315  -2.655  -0.60
C  2.494  0.243  -3.518  -0.07
S  3.145  0.367  -4.955  0.23
S  1.947  -1.166  -2.629  -0.04
H  2.398  3.281  -2.128  0.22
H  2.134  2.988  -3.877  0.23
H  3.735  2.657  -3.146  0.23

The value obtained for the HOMO energy is -14.15 eV. The HOMO-LUMO gap is 6.47 eV. Its net charge is +2. Its LUMO energy is -7.686 eV. Its relative energy (zero: lowest compared OMol25 entry of this formula, charge and spin) is 0.792 eV.

=====

3 unconnected molecules or ions with the total composition C23H34FN2O11S3, computed with the ωB97M-V functional and the def2-TZVPD basis.

Last column: Mulliken charge in e.
CARTESIAN COORDINATES (ANGSTROEM)
C  0.252  -4.344  4.269  -0.88
C  0.491  -4.069  2.655  -0.37
C  -0.748  -3.248  1.963  0.03
F  -1.069  -2.051  2.816  -0.32
C  -0.319  -2.708  0.481  0.38
C  1.126  -2.056  0.117  -0.37
C  1.285  -1.629  -1.408  0.19
C  2.789  -1.008  -1.811  -0.36
C  2.712  0.247  -2.860  -0.66
C  2.703  1.735  -2.095  -0.49
C  4.203  2.004  -1.421  -0.66
S  3.955  2.957  0.178  1.16
O  5.031  4.107  0.196  -0.65
O  2.574  3.680  0.258  -0.57
O  4.225  1.970  1.584  -0.48
N  0.365  -1.673  -2.539  -0.77
N  -0.790  -2.228  -2.135  0.82
C  -1.826  -2.316  -3.281  -0.62
C  -3.298  -1.725  -2.872  -0.74
C  -3.280  -0.316  -2.035  0.64
C  -4.352  -0.219  -0.755  -0.28
C  -4.505  1.079  0.234  -0.23
C  -3.510  2.356  -0.028  -0.48
C  -2.462  2.277  -1.290  -0.36
C  -2.314  0.980  -2.323  -0.38
C  -1.228  -2.752  -0.848  -0.22
H  0.075  -5.502  4.447  0.26
H  1.161  -4.041  4.943  0.27
H  -0.699  -3.796  4.674  0.29
H  1.494  -3.430  2.583  0.14
H  0.731  -5.106  2.152  0.36
H  -1.685  -3.980  1.916  0.34
H  1.993  -1.904  0.886  0.25
H  3.272  -0.574  -0.809  0.12
H  3.500  -1.888  -2.141  0.38
H  1.870  0.176  -3.669  0.37
H  3.742  0.238  -3.464  0.31
H  1.835  1.723  -1.309  0.33
H  2.589  2.552  -2.936  0.31
H  4.749  0.995  -1.142  0.35
H  4.938  2.560  -2.178  0.40
H  4.784  2.565  2.181  0.36
H  -1.904  -3.465  -3.582  0.32
H  -1.473  -1.740  -4.240  0.37
H  -3.898  -1.558  -3.890  0.37
H  -3.923  -2.542  -2.270  0.32
H  -5.053  -1.155  -0.537  0.15
H  -5.310  1.059  1.101  0.28
H  -3.580  3.312  0.682  0.30
H  -1.773  3.237  -1.459  0.28
H  -1.548  0.941  -3.214  0.29
H  -2.303  -3.236  -0.751  0.23
C  -9.841  1.098  0.024  -0.32
C  -10.368  0.241  1.172  -0.36
O  -9.518  -0.904  1.203  -0.31
S  -8.022  -0.467  0.722  1.13
O  -7.221  -0.229  1.902  -0.56
O  -7.610  -1.348  -0.345  -0.54
O  -8.420  0.977  0.079  -0.26
H  -10.179  0.712  -0.943  0.29
H  -10.138  2.146  0.121  0.30
H  -11.409  -0.055  1.027  0.31
H  -10.268  0.762  2.130  0.29
C  7.841  3.283  1.783  0.28
C  8.927  3.467  0.725  -0.38
O  10.113  2.936  1.312  -0.30
S  9.708  1.707  2.305  1.08
O  9.886  0.466  1.583  -0.53
O  10.296  1.954  3.601  -0.53
O  8.111  2.021  2.391  -0.29
H  7.910  4.055  2.556  0.28
H  6.837  3.291  1.350  -0.29
H  9.068  4.515  0.451  0.32
H  8.704  2.882  -0.174  0.30

The value obtained for the HOMO energy is -10.82 eV. The HOMO-LUMO gap is 5.87 eV. Its net charge is +1. Its LUMO energy is -4.949 eV.

=====

Respective largest force on an atom values: 0.5 0.4 0.4 5.0 0.4 8.3 eV/Å.